1.
{"formula": "C40H43Br2N5O8PS", "method": "wB97M-V/def2-TZVPD", "orbital_gap_ev": 6.39, "lumo_ev": -4.60, "multiplicity": 1, "charge": 1, "e_tot_ev": -226202.309, "symbols": ["C", "C", "N", "C", "Br", "C", "S", "C", "O", "O", "N", "C", "C", "C", "O", "C", "C", "N", "C", "C", "N", "N", "P", "O", "Br", "H", "H", "H", "H", "H", "H", "H", "H", "H", "H", "H", "H", "H", "H", "H", "H", "H", "H", "H", "H", "H", "H", "H", "H", "H", "H", "H", "C", "C", "C", "C", "C", "C", "C", "O", "C", "C", "C", "C", "C", "C", "C", "O", "H", "H", "H", "H", "H", "H", "H", "H", "C", "C", "C", "C", "C", "C", "C", "O", "C", "C", "C", "C", "C", "C", "C", "O", "H", "H", "H", "H", "H", "H", "H", "H"], "xyz": [[-4.4314, -5.7325, -0.9561], [-3.7166, -4.3836, -0.2789], [-2.2656, -4.7228, -0.0073], [-1.5039, -3.5795, 0.6283], [-0.0055, -3.1370, -0.6305], [-0.7800, -4.0570, 2.0415], [0.7456, -5.1405, 1.9750], [0.6414, -6.4620, 0.5986], [2.0772, -4.3920, 1.7302], [0.9141, -5.9317, 3.3231], [-0.8387, -2.8670, 2.9734], [0.4082, -2.0271, 3.1396], [0.1458, -0.4656, 3.5643], [1.6606, 0.2057, 3.7917], [2.3430, 0.4934, 2.4935], [3.7870, 0.7133, 2.7189], [-2.1141, -2.1757, 2.5446], [-3.0666, -1.5563, 3.3635], [-2.9224, -1.4946, 4.8986], [-4.1769, -2.2359, 5.6820], [-3.7738, -2.2927, 7.1549], [-2.2249, -2.3045, 1.0115], [-1.8909, -0.8323, 0.0626], [-2.8486, 0.5091, 0.7237], [-2.7019, -1.0308, -2.0960], [-4.9618, -5.4542, -1.9785], [-5.2752, -6.1555, -0.2544], [-3.6441, -6.5755, -1.2207], [-4.3076, -4.1213, 0.6979], [-3.8736, -3.5213, -1.0554], [-2.3121, -5.5552, 0.6528], [-1.5691, -4.7915, 2.5543], [-0.4606, -6.6360, 0.2455], [1.0385, -7.4663, 1.0507], [1.3065, -6.1436, -0.3142], [1.0972, -2.0010, 2.1651], [1.0321, -2.5171, 4.0296], [-0.4198, 0.1449, 2.7092], [-0.4072, -0.3257, 4.5913], [2.3261, -0.6444, 4.3014], [1.6368, 1.1354, 4.5020], [4.3366, -0.2121, 3.2076], [4.0049, 1.6550, 3.4113], [4.3197, 0.8888, 1.6699], [-3.9392, -1.0956, 2.9809], [-1.9430, -2.0716, 5.2559], [-2.8031, -0.3732, 5.2509], [-5.1322, -1.5917, 5.4742], [-4.2899, -3.3387, 5.2875], [-3.5316, -1.3082, 7.4284], [-2.8586, -2.8207, 7.2467], [-3.2889, 0.9415, -0.0842], [4.2575, 7.7360, 0.0948], [3.3984, 6.7088, 0.4841], [3.6986, 5.9349, 1.6063], [4.8686, 6.1812, 2.3350], [5.7398, 7.1922, 1.9313], [5.4278, 7.9793, 0.8151], [7.0011, 7.4284, 2.6630], [7.7653, 8.3186, 2.3112], [7.3321, 6.5711, 3.8187], [8.5515, 6.7461, 4.4860], [8.8665, 5.9484, 5.5882], [7.9634, 4.9828, 6.0319], [6.7503, 4.8025, 5.3656], [6.4387, 5.5920, 4.2507], [5.1691, 5.3693, 3.5311], [4.3768, 4.5178, 3.9175], [4.0190, 8.3451, -0.7744], [2.4926, 6.5109, -0.0848], [3.0206, 5.1380, 1.9074], [6.0965, 8.7793, 0.5021], [9.2608, 7.4999, 4.1480], [9.8162, 6.0825, 6.1017], [8.2053, 4.3663, 6.8948], [6.0523, 4.0434, 5.7147], [-5.0284, -2.3144, -4.9794], [-3.7819, -1.9039, -4.5075], [-2.9037, -1.2253, -5.3539], [-3.2682, -0.9669, -6.6809], [-4.5044, -1.3990, -7.1595], [-5.3917, -2.0643, -6.3034], [-4.8791, -1.1757, -8.5708], [-5.9664, -1.5518, -8.9912], [-3.9217, -0.5008, -9.4697], [-4.2403, -0.3342, -10.8239], [-3.3462, 0.3148, -11.6781], [-2.1390, 0.8064, -11.1821], [-1.8166, 0.6368, -9.8348], [-2.7059, -0.0269, -8.9792], [-2.3401, -0.2327, -7.5639], [-1.2773, 0.1949, -7.1282], [-5.7166, -2.8351, -4.3171], [-3.4937, -2.1101, -3.4791], [-1.9343, -0.9032, -4.9771], [-6.3641, -2.3926, -6.6663], [-5.1821, -0.7122, -11.2184], [-3.5932, 0.4385, -12.7303], [-1.4455, 1.3184, -11.8457], [-0.8702, 1.0189, -9.4558]]}

***

2.
{"formula": "C2H7NO2", "method": "wB97M-V/def2-TZVPD", "smiles": "C=CO.NO", "orbital_gap_ev": 9.71, "lumo_ev": 0.91, "multiplicity": 1, "relative_energy_kj_mol": 435.1, "e_tot_ev": -7769.017, "symbols": ["C", "C", "O", "H", "H", "H", "H", "N", "O", "H", "H", "H"], "xyz": [[-0.9683, -1.7751, 0.5123], [-0.4934, -0.9689, -0.4427], [0.0106, -1.2778, -1.6903], [-1.0794, -2.8576, 0.5445], [-0.9744, -1.2219, 1.5694], [-0.7427, 0.0805, -0.3686], [0.0004, -2.1730, -1.9630], [0.7859, 2.5357, 0.0946], [1.1053, 1.1352, 0.4520], [0.0584, 2.3182, -0.5876], [0.3475, 3.0259, 0.9150], [1.9502, 1.1789, 0.9642]]}

***

3.
{"formula": "C35H45BeBr5ClF2ILiN4O10S", "method": "wB97M-V/def2-TZVPD", "orbital_gap_ev": 2.33, "lumo_ev": -6.08, "multiplicity": 1, "charge": 1, "e_tot_ev": -451143.827, "symbols": ["C", "C", "O", "N", "C", "C", "C", "C", "C", "C", "O", "C", "C", "N", "F", "C", "Br", "C", "C", "O", "I", "H", "H", "H", "H", "H", "H", "H", "H", "H", "H", "H", "H", "H", "H", "H", "H", "H", "H", "H", "H", "H", "H", "C", "C", "N", "H", "H", "H", "C", "C", "O", "N", "C", "H", "H", "H", "H", "H", "H", "H", "C", "C", "C", "C", "C", "C", "C", "O", "C", "C", "C", "C", "C", "C", "C", "O", "H", "H", "H", "H", "H", "H", "H", "H", "Cl", "Be", "F", "C", "C", "O", "S", "O", "O", "O", "H", "H", "H", "H", "C", "Br", "Br", "Br", "H", "Br", "Li"], "xyz": [[-2.0512, 2.5818, -3.3174], [-3.4735, 2.8543, -2.5401], [-3.5919, 3.8769, -1.6561], [-4.7117, 2.0210, -2.7872], [-5.3982, 2.7180, -3.9770], [-4.3963, 0.6242, -3.2747], [-3.5653, -0.3125, -2.2167], [-3.2706, -1.7544, -3.0086], [-2.2682, -2.7352, -2.1665], [-0.6705, -2.4663, -2.3682], [0.0361, -3.4849, -1.5483], [1.4965, -3.3469, -1.6506], [1.8691, -3.7549, -3.2296], [1.3679, -2.6049, -4.0727], [2.1246, -1.4790, -3.8694], [-0.1423, -2.3304, -3.9037], [-0.3233, -0.3539, -4.3822], [-0.8874, -3.2642, -5.0164], [-0.8495, -2.4374, -6.4704], [0.2184, -2.3642, -7.2674], [-2.6981, -1.4166, -7.1916], [-1.3763, 3.5639, -3.3483], [-2.2676, 2.1576, -4.4067], [-1.4556, 1.7804, -2.7010], [-6.3984, 2.1794, -4.2887], [-5.6670, 3.8355, -3.6966], [-4.6871, 2.7753, -4.9279], [-3.8108, 0.5869, -4.3025], [-5.4496, 0.0896, -3.4475], [-2.5974, 0.1724, -1.7724], [-4.2646, -0.6031, -1.2980], [-4.3327, -2.2995, -3.0292], [-2.9809, -1.5985, -4.1403], [-2.4841, -3.8816, -2.4137], [-2.5054, -2.5610, -1.0180], [-0.4353, -1.4241, -1.8346], [1.8086, -2.2344, -1.4423], [2.0821, -4.0206, -0.8714], [1.1895, -4.7082, -3.4533], [3.0164, -3.9767, -3.3797], [1.5509, -2.8778, -5.0845], [-0.3182, -4.2905, -5.2325], [-2.0171, -3.4912, -4.8259], [-5.7967, -1.4733, 1.4511], [-5.1608, -2.7131, 0.8439], [-4.6333, -3.7418, 0.3401], [-6.5165, -1.0420, 0.7500], [-6.3152, -1.7358, 2.3774], [-5.0261, -0.7297, 1.6729], [5.8457, -0.6227, -3.1806], [5.3555, -1.1623, -1.8660], [4.8816, -2.2918, -1.7598], [5.4467, -0.3608, -0.7667], [5.9660, 0.9831, -0.6793], [5.7056, -1.3788, -3.9588], [5.2740, 0.2669, -3.4574], [6.9112, -0.3879, -3.1158], [5.0959, -0.7970, 0.0780], [6.7926, 0.9807, 0.0354], [5.1694, 1.6298, -0.3033], [6.3168, 1.3581, -1.6415], [0.6017, 3.9811, 4.3346], [1.9048, 4.0438, 3.8418], [2.5181, 2.8943, 3.3410], [1.8303, 1.6748, 3.3441], [0.5365, 1.6071, 3.8595], [-0.0838, 2.7655, 4.3454], [-0.1801, 0.3165, 3.9135], [-1.3180, 0.2568, 4.3628], [0.4973, -0.9018, 3.4266], [-0.1482, -2.1413, 3.5252], [0.4800, -3.2965, 3.0549], [1.7470, -3.2163, 2.4779], [2.3948, -1.9837, 2.3835], [1.7723, -0.8256, 2.8679], [2.4804, 0.4677, 2.7960], [3.5959, 0.5384, 2.2932], [0.1204, 4.8788, 4.7165], [2.4437, 4.9887, 3.8451], [3.5338, 2.9519, 2.9530], [-1.0987, 2.7230, 4.7368], [-1.1389, -2.2121, 3.9715], [-0.0209, -4.2587, 3.1372], [2.2336, -4.1150, 2.1049], [3.3859, -1.9296, 1.9362], [-7.4959, 1.1481, -3.5060], [-1.0695, -4.8036, -6.7833], [4.3119, -1.4855, -5.2627], [-0.3730, 0.9638, 7.6451], [-0.8284, -0.0987, 8.6418], [-0.0807, 0.1576, 9.8284], [0.1965, 1.7608, 9.9439], [-0.7999, 2.3287, 10.8247], [1.6149, 1.9676, 10.1228], [-0.1962, 2.1542, 8.4112], [0.5914, 0.6989, 7.1999], [-1.1068, 1.1267, 6.8513], [-0.6443, -1.1137, 8.2817], [-1.8910, 0.0151, 8.8811], [4.3075, 5.0626, -0.4362], [3.3780, 3.7681, 0.6793], [3.9232, 6.8915, 0.1036], [6.2203, 4.7156, -0.5073], [3.9227, 4.9421, -1.4543], [-5.6029, 4.5979, -0.7970], [2.8079, 9.4689, -0.2266]]}

***

4.
{"formula": "C5H6S", "method": "wB97M-V/def2-TZVPD", "smiles": "C#CC=C.C=S", "orbital_gap_ev": [8.01, 8.01], "lumo_ev": [-0.65, -0.66], "multiplicity": 1, "relative_energy_kj_mol": 368.6, "e_tot_ev": -16112.718, "symbols": ["C", "C", "C", "C", "H", "H", "H", "H", "C", "S", "H", "H"], "xyz": [[-1.5021, 1.1798, -1.2978], [-1.1017, 0.6148, -0.2909], [-0.5435, -0.1532, 0.8239], [-0.6912, -1.4682, 0.7166], [-2.0778, 1.5897, -2.0086], [-0.1872, 0.5381, 1.5272], [-0.4518, -2.0478, 1.5657], [-1.2233, -1.9925, -0.1107], [1.9022, 0.5657, -0.2041], [2.6609, -0.8533, -0.6997], [2.3178, 1.1450, 0.5705], [0.8977, 0.8818, -0.5922]]}

***

5.
{"formula": "CHI2O4P", "method": "wB97M-V/def2-TZVPD", "orbital_gap_ev": [5.12, 5.12], "lumo_ev": [4.77, 4.77], "multiplicity": 1, "relative_energy_kj_mol": 289.5, "charge": -2, "e_tot_ev": -34732.888, "symbols": ["C", "O", "O", "O", "O", "P", "I", "I", "H"], "xyz": [[1.5002, -1.0144, -1.1613], [-1.2995, 2.2766, 0.7072], [-0.0574, 0.1678, 1.5142], [-2.0274, -0.0488, -0.1054], [0.1570, 1.0169, -0.9092], [-0.7102, 0.9329, 0.3766], [3.3040, -0.1477, -0.4184], [0.6749, -2.3245, 0.2355], [-1.5418, -0.8586, -0.2391]]}